9
Properties=species:S:1:pos:R:3:forces:R:3:mulliken_charge:R:1 method="wB97M-V/def2-TZVPD" lumo_energy_ev=-0.02 relative_energy_kcal_mol=134.2 total_energy_ha=-408.5717
C -0.122788 -0.104269 0.358336 0.1 2.3 -4.5 0.72
H -0.661819 -3.142565 0.936255 2.7 4.9 -2.0 0.35
H 0.888596 2.562467 -0.429509 -1.9 -1.7 -0.1 0.30
N 0.002071 -0.961054 1.193204 -0.6 -6.8 2.0 -0.36
N -0.119339 -0.120210 -1.069979 0.1 -3.3 -1.3 -0.06
N 0.130180 0.965007 -1.549044 -0.6 1.7 1.6 -0.25
N 0.016164 1.900765 -0.479847 2.2 2.0 -1.2 -0.04
O -0.083217 -2.238824 0.367046 -2.1 -2.9 3.2 -0.45
O -0.049847 1.138683 0.673538 0.2 3.8 2.1 -0.22